Density functional theory data (the ωB97M-V functional and the def2-TZVPD basis) for a 6-piece molecular cluster, C32H54N13O6S2 overall at a distorted geometry.

Each line ends with the Löwdin charge.
Geometry (Å):
C (-5.334892, 1.798725, -6.570742)  -0.10
C (-3.805095, 1.956749, -6.858176)  -0.25
C (-2.945283, 1.613048, -5.624677)  -0.21
C (-1.548359, 2.303976, -5.610614)  -0.10
C (-0.516434, 1.530960, -6.444880)  -0.15
N (-1.022496, 0.622321, -7.236928)  0.24
N (-0.155871, -0.022514, -7.979987)  -0.13
O (-0.625960, -0.939928, -8.849384)  -0.02
C (-0.790129, -2.259247, -8.219838)  -0.14
C (0.349482, -3.172587, -8.712364)  -0.20
C (0.137082, -3.464131, -10.232767)  -0.08
C (1.133925, 0.211512, -7.893549)  0.04
C (1.742065, 1.151382, -7.076218)  0.08
C (0.863119, 1.893824, -6.277324)  -0.10
C (1.383685, 2.985250, -5.378273)  -0.11
C (1.116184, 2.803076, -3.861373)  -0.26
C (1.083811, 1.342240, -3.379716)  -0.45
S (0.165639, 1.386620, -1.781606)  0.86
C (0.615331, -0.135135, -0.924191)  -1.04
S (-0.235109, -1.474953, -1.270048)  0.75
N (1.677089, -0.058577, 0.038619)  -0.07
C (1.078395, 0.447317, 1.267211)  -0.28
C (1.548786, 1.632418, 1.804684)  -0.02
C (0.999302, 2.185565, 2.943032)  -0.07
C (-0.054267, 1.568210, 3.597932)  -0.07
C (-0.527287, 0.375315, 3.072387)  -0.08
C (0.023238, -0.166805, 1.931692)  -0.06
C (2.377927, -1.306872, 0.194879)  -0.27
C (2.982346, -1.884685, -0.924851)  -0.07
C (3.641607, -3.085518, -0.875265)  -0.08
C (3.724003, -3.763471, 0.335749)  -0.09
C (3.179405, -3.209425, 1.470945)  -0.07
C (2.514334, -1.988815, 1.386155)  -0.02
H (-5.521369, 1.486022, -5.534273)  0.07
H (-5.743703, 0.985628, -7.186139)  0.07
H (-5.872403, 2.719833, -6.817089)  0.07
H (-3.590580, 2.945084, -7.280464)  0.10
H (-3.582520, 1.200708, -7.625620)  0.09
H (-3.469936, 2.040512, -4.753178)  0.11
H (-2.857615, 0.539533, -5.421089)  0.12
H (-1.254257, 2.345437, -4.557942)  0.09
H (-1.645733, 3.335216, -5.982611)  0.14
H (-1.759728, -2.657518, -8.538328)  0.13
H (-0.790527, -2.103773, -7.133790)  0.13
H (1.263179, -2.566586, -8.642591)  0.09
H (0.408751, -4.075082, -8.098905)  0.12
H (1.016254, -3.156630, -10.809669)  0.07
H (0.041801, -4.548958, -10.363723)  0.08
H (-0.746304, -2.969354, -10.649150)  0.07
H (1.773180, -0.376043, -8.553254)  0.15
H (2.816997, 1.326432, -7.053824)  0.10
H (2.467139, 3.041188, -5.554405)  0.12
H (0.969488, 3.954915, -5.695475)  0.14
H (0.180066, 3.285302, -3.550123)  0.08
H (1.907845, 3.321337, -3.305483)  0.12
H (2.093194, 0.964307, -3.178831)  0.09
H (0.517857, 0.658776, -4.024048)  0.07
H (2.360412, 2.189158, 1.334756)  0.12
H (1.353269, 3.134374, 3.345603)  0.11
H (-0.522809, 1.975653, 4.490724)  0.11
H (-1.340329, -0.178412, 3.540943)  0.11
H (-0.364806, -1.102050, 1.525850)  0.10
H (2.867633, -1.330586, -1.860555)  0.11
H (4.063318, -3.492857, -1.791948)  0.11
H (4.219974, -4.732922, 0.384509)  0.11
H (3.258964, -3.715938, 2.430516)  0.11
H (2.104622, -1.593900, 2.313573)  0.11
C (-0.223452, -0.867685, 7.261885)  -0.67
O (-0.101949, 0.346053, 7.369235)  0.00
N (-0.823942, -1.630358, 8.205851)  0.17
N (0.243939, -1.545158, 6.165478)  0.15
H (-0.931250, -2.623490, 8.131137)  0.10
H (-1.181186, -1.160492, 9.027017)  0.07
H (0.691518, -0.999491, 5.451721)  0.08
H (0.160169, -2.535965, 6.043176)  0.09
C (-3.484259, -0.227762, 10.890333)  -0.68
O (-2.694758, -0.980812, 10.336312)  0.01
N (-3.457415, 0.001255, 12.237085)  0.15
N (-4.452716, 0.441341, 10.218653)  0.17
H (-4.094676, 0.613170, 12.710591)  0.10
H (-2.752744, -0.475438, 12.769546)  0.11
H (-4.506646, 0.297198, 9.227469)  0.11
H (-5.108217, 1.059319, 10.656602)  0.10
C (2.851744, 2.313840, 9.559421)  -0.69
O (2.032824, 2.877264, 10.262766)  0.02
N (2.506026, 1.593458, 8.454249)  0.15
N (4.197382, 2.358756, 9.824169)  0.14
H (3.169278, 1.125654, 7.867672)  0.09
H (1.525322, 1.534761, 8.225031)  0.07
H (4.487763, 2.880019, 10.630056)  0.10
H (4.890553, 1.904317, 9.262037)  0.08
C (5.678062, 2.038521, -8.096112)  -0.67
O (4.749417, 2.167546, -7.303445)  -0.01
N (5.515981, 2.180790, -9.440854)  0.16
N (6.940382, 1.745283, -7.691445)  0.16
H (6.260910, 2.081078, -10.104509)  0.10
H (4.595675, 2.401378, -9.772793)  0.10
H (7.093110, 1.635577, -6.705387)  0.11
H (7.714891, 1.636511, -8.318655)  0.10
C (-6.677423, -2.843695, 11.562971)  -0.69
O (-6.834106, -1.922682, 10.780885)  0.02
N (-7.616047, -3.822201, 11.741401)  0.14
N (-5.552594, -2.977191, 12.326578)  0.16
H (-7.508242, -4.588046, 12.378244)  0.09
H (-8.455302, -3.755652, 11.196310)  0.10
H (-4.841278, -2.275058, 12.220176)  0.07
H (-5.403641, -3.726566, 12.974661)  0.09

Atomic forces in eV per Å
C 0.4 -0.3 -0.3
C -0.6 -1.4 0.0
C -0.1 1.6 0.4
C -0.7 -1.3 -0.3
C -0.7 2.1 1.9
N 0.2 -0.5 -0.5
N 0.4 0.6 0.9
O -0.4 0.1 -0.1
C 0.5 -0.7 0.4
C -0.7 1.3 -0.9
C 0.5 -0.7 0.5
C 2.1 -1.0 -1.4
C -1.5 0.8 1.1
C 0.4 -0.9 -1.2
C 0.0 0.0 0.1
C 0.0 -0.2 0.3
C 0.0 -0.2 0.8
S 0.1 0.6 0.4
C 0.1 -0.6 -0.6
S 0.3 0.1 -0.1
N -1.1 -0.8 -0.1
C 0.1 1.2 0.6
C 0.8 0.7 -0.4
C -0.4 0.5 0.8
C -0.2 -0.3 0.0
C -0.4 -0.4 0.3
C 0.0 -0.8 -0.9
C 0.5 -0.6 -0.1
C -0.4 1.1 -0.6
C 0.0 -0.1 -0.1
C 0.4 -0.7 -0.1
C 0.0 0.2 -0.1
C -0.3 0.3 1.1
H 0.0 0.4 -0.2
H 0.0 0.3 0.1
H 0.0 -0.2 0.3
H 0.1 -0.1 0.3
H 0.2 0.5 0.0
H 0.2 -0.2 -0.2
H 0.0 0.2 -0.3
H 0.3 0.0 -0.3
H 0.2 -0.2 0.1
H 0.1 0.4 0.1
H -0.1 -0.1 -0.2
H 0.0 -0.5 0.5
H 0.1 0.2 -0.1
H -0.3 0.0 0.1
H -0.1 0.3 -0.2
H 0.2 -0.1 0.1
H -0.4 0.0 0.1
H -0.1 -0.2 -0.3
H -0.3 0.0 0.0
H 0.0 -0.3 0.0
H 0.2 0.0 -0.3
H -0.2 -0.1 -0.2
H -0.2 0.0 -0.3
H 0.3 0.1 -0.1
H -0.1 -0.4 -0.1
H 0.1 -0.2 -0.3
H 0.3 0.0 -0.1
H 0.1 0.3 0.0
H 0.0 0.2 0.2
H 0.2 -0.3 0.1
H 0.0 0.0 0.3
H -0.1 0.3 0.0
H 0.0 0.1 -0.2
H 0.0 0.0 -0.3
C -0.1 -0.3 0.2
O 0.1 0.1 -0.2
N 0.1 0.3 0.1
N 0.1 0.1 -0.3
H 0.0 0.0 0.0
H -0.2 -0.2 0.0
H 0.0 0.0 0.0
H 0.0 0.0 0.1
C -0.2 0.3 -0.1
O 0.1 -0.1 0.2
N 0.1 -0.4 0.2
N 0.2 0.1 -0.2
H 0.0 0.0 -0.1
H 0.1 0.1 0.0
H -0.1 -0.1 0.0
H -0.1 -0.1 0.0
C 0.0 -0.1 -0.1
O 0.1 0.0 0.0
N -0.2 0.1 0.0
N 0.1 0.1 0.1
H 0.0 0.0 0.0
H 0.0 -0.2 0.0
H 0.0 0.0 0.0
H 0.0 0.0 0.0
C 0.3 0.0 -0.1
O -0.2 -0.1 0.0
N -0.2 0.0 0.0
N 0.0 0.0 0.2
H 0.0 0.0 0.0
H 0.1 0.1 0.0
H 0.0 0.0 0.0
H 0.0 0.0 0.0
C 0.0 0.0 0.0
O 0.0 0.0 0.0
N -0.1 0.0 -0.1
N 0.1 0.1 0.0
H 0.0 0.0 0.0
H 0.0 0.0 0.0
H 0.0 0.0 0.0
H 0.0 0.0 0.0

Molar mass: 781.00 u
E_HOMO: -10.18 eV
Frontier orbital gap: 0.229 Ha
Strongest force on any atom: 2.9 eV Å⁻¹
LUMO: -3.93 eV
Total charge: +1
E: -3211.25556 hartree